Entry 1:
{"formula": "CH6NO4", "method": "ωB97M-V with the def2-TZVPD basis set", "symbols": ["N", "C", "O", "O", "H", "H", "H", "H", "O", "H", "H", "O"], "coordinates": [[-0.982, -1.714, -0.496], [-0.038, -1.058, -1.380], [0.323, 0.118, -1.016], [0.463, -1.741, -2.264], [-1.289, -1.240, 0.387], [-1.077, -2.697, -0.466], [1.240, 1.137, 0.330], [2.582, 1.773, 0.937], [1.659, 1.601, 1.184], [-1.081, 1.085, 0.209], [-0.474, 1.525, 1.452], [-1.326, 1.210, 1.124]], "atomic_forces_ev_per_a": [[-0.7, 2.2, 0.9], [0.9, -0.2, 2.4], [-0.8, 0.1, -0.2], [-0.3, -0.4, -0.9], [0.8, -0.4, -1.5], [0.2, -0.8, -0.5], [1.1, 0.7, 1.9], [-0.6, -0.1, 0.0], [-0.7, -1.0, -2.3], [0.1, -0.6, -1.1], [-0.1, 0.0, 0.4], [0.0, 0.5, 0.7]], "mulliken_charge": [-0.384, 0.510, -0.847, -0.711, 0.217, 0.174, 0.470, 0.279, -0.719, 0.338, 0.365, -0.692], "homo_lumo_gap_ev": 8.5, "total_charge": -1}

Entry 2:
{"formula": "C42H69GeN4P4Sn", "method": "ωB97M-V with the def2-TZVPD basis set", "symbols": ["Sn", "C", "C", "C", "P", "C", "N", "Ge", "N", "C", "P", "C", "C", "C", "C", "C", "C", "C", "C", "C", "C", "C", "C", "N", "C", "C", "C", "C", "C", "C", "C", "C", "C", "C", "C", "C", "N", "C", "P", "C", "C", "C", "C", "C", "C", "C", "C", "C", "H", "H", "H", "H", "H", "H", "H", "H", "H", "H", "H", "H", "H", "H", "H", "H", "H", "H", "H", "H", "H", "H", "H", "H", "H", "H", "H", "H", "H", "H", "H", "H", "H", "H", "H", "H", "H", "H", "H", "H", "H", "H", "H", "H", "H", "H", "H", "H", "H", "H", "H", "H", "H", "H", "H", "H", "H", "H", "H", "H", "C", "P", "C", "C", "H", "H", "H", "H", "H", "H", "H", "H", "H"], "coordinates": [[-0.715, 1.102, -0.524], [-2.349, -2.575, -4.474], [-2.475, -1.249, -3.713], [-3.791, -1.210, -2.933], [-1.051, -0.837, -2.613], [-0.564, -2.488, -1.915], [0.607, -2.498, -1.051], [0.778, -1.026, 0.337], [0.028, -1.600, 1.935], [-1.014, -0.884, 2.652], [-1.909, 0.470, 1.757], [-2.039, 1.946, 2.849], [-3.191, 2.826, 2.356], [-2.151, 1.614, 4.343], [-3.563, -0.243, 1.373], [-4.410, -0.550, 2.612], [-3.375, -1.496, 0.512], [0.302, -2.912, 2.384], [-0.451, -3.625, 3.313], [-0.127, -4.948, 3.594], [0.934, -5.581, 2.965], [1.720, -4.869, 2.071], [1.405, -3.548, 1.807], [2.242, -2.687, 0.974], [2.652, -3.316, -0.249], [3.857, -3.937, -0.442], [4.067, -4.663, -1.620], [3.045, -4.788, -2.575], [1.850, -4.142, -2.413], [1.643, -3.308, -1.273], [3.308, -2.048, 1.691], [4.017, -2.621, 2.715], [5.100, -1.925, 3.263], [5.472, -0.662, 2.768], [4.741, -0.053, 1.786], [3.583, -0.703, 1.261], [2.669, -0.165, 0.455], [2.815, 1.174, -0.090], [1.520, 2.393, 0.451], [1.908, 3.875, -0.562], [1.665, 3.623, -2.049], [1.094, 5.070, -0.063], [1.810, 2.823, 2.219], [3.150, 3.530, 2.452], [1.660, 1.610, 3.141], [0.406, -0.316, -3.620], [0.961, -1.333, -4.617], [0.085, 1.006, -4.317], [-3.168, -2.648, -5.190], [-2.450, -3.427, -3.798], [-1.420, -2.674, -5.032], [-2.464, -0.425, -4.434], [-3.864, -2.052, -2.238], [-4.627, -1.298, -3.627], [-3.916, -0.288, -2.367], [-0.440, -3.166, -2.756], [-1.419, -2.859, -1.341], [-0.651, -0.475, 3.599], [-1.828, -1.568, 2.904], [-1.097, 2.480, 2.685], [-4.162, 2.392, 2.591], [-3.155, 3.001, 1.277], [-3.140, 3.794, 2.854], [-2.886, 0.837, 4.551], [-2.466, 2.508, 4.882], [-1.195, 1.302, 4.765], [-4.074, 0.519, 0.778], [-3.944, -1.299, 3.256], [-5.364, -0.965, 2.284], [-4.627, 0.331, 3.211], [-2.879, -2.298, 1.064], [-2.798, -1.285, -0.393], [-4.350, -1.874, 0.201], [-1.284, -3.180, 3.836], [-0.724, -5.490, 4.315], [1.156, -6.618, 3.177], [2.568, -5.342, 1.592], [4.625, -3.911, 0.319], [5.010, -5.173, -1.772], [3.209, -5.404, -3.450], [1.082, -4.260, -3.163], [3.765, -3.606, 3.082], [5.676, -2.379, 4.059], [6.341, -0.167, 3.182], [5.033, 0.924, 1.434], [2.725, 1.113, -1.179], [3.795, 1.607, 0.110], [2.973, 4.077, -0.403], [0.604, 3.443, -2.244], [2.238, 2.788, -2.452], [1.954, 4.509, -2.616], [0.023, 4.850, -0.085], [1.270, 5.927, -0.714], [1.357, 5.375, 0.949], [1.002, 3.531, 2.432], [3.990, 2.868, 2.239], [3.225, 3.811, 3.503], [3.266, 4.440, 1.867], [2.555, 0.988, 3.121], [0.806, 0.977, 2.879], [1.528, 1.947, 4.170], [1.179, -0.125, -2.857], [0.266, -1.502, -5.438], [1.202, -2.293, -4.160], [1.882, -0.944, -5.056], [-0.614, 0.855, -5.141], [0.994, 1.432, -4.745], [-0.341, 1.741, -3.634], [-2.314, 3.854, -3.443], [-2.523, 3.367, -1.706], [-4.215, 2.700, -1.633], [-2.555, 4.958, -0.810], [-3.094, 4.576, -3.698], [-2.412, 2.996, -4.105], [-1.344, 4.325, -3.600], [-4.937, 3.517, -1.691], [-4.398, 2.143, -0.715], [-4.382, 2.041, -2.484], [-3.571, 5.358, -0.816], [-1.908, 5.669, -1.327], [-2.221, 4.874, 0.222]], "atomic_forces_ev_per_a": [[0.0, 0.1, 0.0], [0.0, 0.0, 0.0], [0.0, 0.0, -0.1], [0.0, -0.1, 0.0], [0.0, -0.1, -0.1], [-0.1, -0.2, 0.0], [0.1, 0.3, 0.0], [0.3, -0.3, 0.0], [-0.1, 0.0, 0.1], [-0.1, 0.1, -0.1], [0.0, 0.0, -0.3], [0.0, -0.1, 0.1], [0.0, 0.0, -0.1], [0.0, -0.1, 0.0], [0.0, -0.1, 0.1], [0.0, 0.0, 0.0], [0.1, 0.1, 0.0], [0.1, 0.0, -0.1], [0.1, 0.0, 0.0], [0.0, 0.0, 0.0], [0.0, 0.0, 0.0], [-0.1, 0.0, 0.0], [-0.1, 0.1, 0.1], [0.0, -0.1, 0.1], [0.0, 0.0, 0.0], [0.0, 0.0, 0.0], [0.0, 0.0, 0.0], [0.0, 0.0, 0.0], [0.0, 0.0, 0.0], [0.0, -0.1, 0.1], [0.0, 0.1, 0.1], [0.0, 0.0, -0.1], [0.0, 0.0, 0.0], [0.0, 0.1, 0.0], [0.0, 0.0, 0.0], [0.0, -0.1, 0.0], [-0.1, 0.0, 0.1], [0.0, 0.1, -0.1], [-0.1, 0.0, 0.1], [0.1, 0.0, 0.1], [0.0, 0.0, 0.0], [-0.1, 0.0, 0.0], [0.1, 0.1, 0.0], [0.0, 0.0, 0.0], [-0.1, 0.0, 0.0], [0.0, -0.1, 0.0], [0.0, 0.0, 0.0], [0.0, 0.0, 0.0], [0.0, 0.0, 0.0], [0.0, 0.0, 0.0], [0.0, 0.0, 0.0], [0.0, 0.0, 0.0], [0.0, 0.0, -0.1], [0.0, 0.0, 0.0], [0.0, 0.1, 0.0], [0.0, 0.0, 0.0], [0.0, 0.0, 0.0], [0.0, 0.0, 0.0], [0.0, 0.0, 0.0], [0.0, 0.0, 0.0], [0.0, 0.0, 0.0], [0.0, 0.0, 0.0], [0.0, 0.0, 0.0], [0.0, 0.0, 0.0], [0.0, 0.0, 0.0], [0.0, 0.0, 0.0], [0.0, 0.0, 0.0], [0.0, 0.0, 0.0], [0.0, 0.0, 0.0], [0.0, 0.0, 0.0], [0.0, 0.0, 0.0], [-0.1, 0.0, 0.1], [0.0, 0.0, 0.0], [0.0, 0.0, 0.0], [0.0, 0.0, 0.0], [0.0, 0.0, 0.0], [0.0, 0.0, 0.0], [0.0, 0.0, 0.0], [0.0, 0.0, 0.0], [0.0, 0.0, 0.0], [0.0, 0.0, 0.0], [0.0, 0.0, 0.0], [0.0, 0.0, 0.0], [0.0, 0.0, 0.0], [0.0, 0.0, 0.0], [0.0, 0.0, 0.0], [0.0, -0.1, 0.0], [0.0, 0.0, 0.0], [0.0, 0.0, 0.0], [0.0, 0.0, 0.0], [0.0, 0.0, 0.0], [0.1, 0.0, 0.0], [0.0, 0.0, 0.0], [0.0, 0.0, 0.0], [0.0, 0.0, 0.0], [0.0, 0.0, 0.0], [0.0, 0.0, 0.0], [0.0, 0.0, 0.0], [0.0, 0.0, 0.0], [0.1, 0.1, 0.0], [0.0, 0.0, 0.0], [0.0, 0.0, 0.0], [0.0, 0.0, 0.0], [0.0, 0.1, -0.1], [0.0, 0.0, 0.0], [0.0, 0.0, 0.0], [0.0, 0.0, 0.0], [0.0, 0.1, 0.0], [-0.1, 0.0, 0.0], [0.1, 0.0, 0.1], [0.0, 0.0, 0.0], [0.0, 0.0, 0.0], [0.0, 0.0, 0.0], [0.0, 0.0, 0.0], [0.0, 0.0, 0.0], [0.0, 0.0, 0.0], [0.0, 0.0, 0.0], [0.0, 0.0, 0.0], [0.0, 0.0, 0.0], [0.0, 0.0, 0.0], [0.0, 0.0, 0.0]], "mulliken_spin": [0.002, 0.006, 0.004, 0.005, 0.265, -0.071, 0.344, -0.036, 0.054, 0.026, -0.007, 0.006, 0.001, 0.002, -0.014, 0.001, 0.021, -0.012, 0.005, -0.002, -0.005, -0.011, 0.064, 0.003, 0.117, -0.025, 0.216, 0.009, 0.105, 0.156, -0.213, 0.049, -0.222, -0.006, -0.107, -0.122, -0.349, 0.119, 0.127, -0.037, 0.049, -0.001, 0.023, 0.008, -0.009, 0.027, 0.012, 0.008, 0.003, -0.001, -0.002, 0.003, 0.000, 0.001, -0.004, 0.026, 0.017, 0.003, 0.003, 0.007, 0.000, -0.002, 0.000, 0.000, 0.000, 0.000, -0.006, 0.000, 0.000, 0.000, -0.002, -0.004, 0.001, 0.001, 0.000, 0.000, 0.003, 0.006, -0.007, 0.006, -0.008, -0.007, 0.007, -0.004, 0.000, -0.031, -0.012, -0.001, -0.015, 0.002, 0.001, 0.002, 0.001, 0.000, 0.002, 0.000, 0.002, 0.000, -0.003, 0.010, 0.001, -0.006, 0.001, -0.005, 0.001, 0.002, 0.001, 0.003, 0.016, 0.342, 0.024, 0.018, 0.010, 0.000, 0.001, 0.004, -0.003, 0.001, 0.006, 0.000, 0.001], "homo_lumo_gap_ev": [4.5, 5.2], "total_charge": 4, "spin_multiplicity": 2}

Entry 3:
{"formula": "C4H8FN", "method": "ωB97M-V with the def2-TZVPD basis set", "symbols": ["C", "C", "C", "C", "N", "F", "H", "H", "H", "H", "H", "H", "H", "H"], "coordinates": [[-2.144, -1.898, -0.593], [-0.251, -0.443, -0.958], [1.356, 1.285, -0.213], [0.162, 0.085, 1.443], [0.388, 0.199, 0.033], [0.499, -0.209, -2.036], [-2.859, -1.135, -0.985], [-1.851, -2.496, -1.395], [1.134, 1.694, -1.203], [1.143, 1.978, 0.706], [2.376, 0.904, -0.243], [1.032, -0.205, 2.015], [-0.371, 0.921, 1.861], [-0.614, -0.678, 1.568]], "atomic_forces_ev_per_a": [[0.3, 2.3, 1.9], [0.5, -0.2, 2.2], [-0.7, 0.5, 0.8], [-2.7, -2.0, 0.3], [-0.1, 0.2, -0.9], [-0.6, -0.1, -0.9], [0.4, -0.3, -0.1], [0.6, -1.1, -1.9], [0.1, 0.5, 0.5], [0.9, -0.8, -2.2], [0.1, 0.1, 0.3], [0.3, 0.2, -0.2], [0.4, 1.0, 0.1], [0.4, -0.4, 0.0]], "mulliken_charge": [-0.508, 0.067, -0.831, -1.079, 0.152, -0.209, 0.182, 0.209, 0.358, 0.295, 0.262, 0.324, 0.399, 0.379], "homo_lumo_gap_ev": 8.6}

Entry 4:
{"formula": "C7H8O3", "method": "ωB97M-V with the def2-TZVPD basis set", "symbols": ["C", "C", "C", "C", "C", "C", "C", "O", "O", "O", "H", "H", "H", "H", "H", "H", "H", "H"], "coordinates": [[1.705, 0.236, -0.001], [1.780, -0.043, 1.475], [2.898, -0.180, 0.580], [0.683, 0.695, -0.961], [0.933, -0.027, 2.668], [-2.238, -0.861, -1.543], [-1.565, 0.511, -1.322], [4.067, -0.415, 0.574], [0.817, 1.576, -1.757], [-0.483, 0.234, -0.501], [0.896, 1.019, 2.916], [1.302, -0.516, 3.587], [-0.098, -0.437, 2.335], [-1.480, -1.672, -1.722], [-2.803, -1.278, -0.770], [-2.911, -0.849, -2.426], [-2.328, 1.155, -0.879], [-1.176, 0.852, -2.252]], "atomic_forces_ev_per_a": [[-0.5, -0.4, 2.1], [-0.5, -0.4, -3.1], [-1.6, 1.0, -0.1], [1.8, 0.5, 2.5], [-0.6, -0.8, 0.1], [0.9, -0.5, -2.3], [-2.1, -2.2, -0.5], [1.9, -0.6, 0.0], [0.2, 0.1, -1.5], [0.3, -0.1, 1.0], [-0.8, 0.6, 0.4], [-0.1, -0.2, -0.7], [1.6, 0.7, 0.8], [-0.4, 1.0, -0.2], [-1.0, 0.0, 1.7], [0.4, 0.1, 0.4], [0.6, 0.5, 0.1], [-0.2, 0.7, -0.7]], "mulliken_spin": [0.405, 0.666, 0.058, 0.080, -0.011, -0.001, -0.001, 0.584, 0.116, 0.018, 0.039, 0.008, 0.036, 0.000, 0.000, 0.000, 0.001, 0.001], "homo_lumo_gap_ev": [7.0, 6.9], "spin_multiplicity": 3}

Entry 5:
{"formula": "C3H6NO2S", "method": "ωB97M-V with the def2-TZVPD basis set", "symbols": ["O", "C", "O", "C", "C", "S", "N", "H", "H", "H", "H", "H", "H"], "coordinates": [[-2.242, 0.783, -0.627], [-1.712, -0.179, -0.015], [-2.221, -1.316, 0.085], [-0.277, 0.000, 0.421], [0.783, -0.405, -0.599], [2.486, -0.209, -0.120], [-0.041, 1.369, 0.966], [-0.047, -0.541, 1.393], [0.533, -1.422, -0.904], [0.733, 0.349, -1.390], [1.827, -0.654, 1.692], [-0.594, 1.954, 0.321], [0.906, 1.680, 0.779]], "atomic_forces_ev_per_a": [[0.6, 0.6, 0.5], [-1.5, -0.7, -2.0], [0.6, -0.2, 0.7], [2.2, 1.1, 3.3], [-1.0, 0.1, -0.5], [-1.2, -1.1, 4.2], [-0.9, 0.9, -1.6], [-0.4, -0.8, -1.1], [0.3, 0.1, -0.4], [-0.5, -0.4, -0.5], [1.6, 0.8, -3.3], [-0.2, -0.1, 0.5], [0.3, -0.3, 0.2]], "mulliken_charge": [-0.744, 0.279, -0.724, 0.050, -0.521, -0.284, -0.634, 0.215, 0.368, 0.307, 0.138, 0.279, 0.270], "homo_lumo_gap_ev": 6.7, "total_charge": -1}

Entry 6:
{"formula": "CHAgCl3F3V", "method": "ωB97M-V with the def2-TZVPD basis set", "symbols": ["Ag", "V", "F", "F", "F", "C", "Cl", "Cl", "Cl", "H"], "coordinates": [[-2.783, -0.998, 1.811], [-2.160, 1.941, 0.818], [-3.527, 0.470, 0.105], [-0.967, 0.158, 0.974], [-0.956, 2.740, 2.324], [1.940, -0.834, -1.155], [1.590, -2.312, -2.011], [2.681, 0.320, -2.267], [3.131, -1.108, 0.121], [1.051, -0.377, -0.719]], "atomic_forces_ev_per_a": [[0.2, 0.4, -0.6], [1.8, -1.7, 1.8], [0.9, 1.3, 1.1], [-0.6, 0.7, -0.3], [-2.0, -0.8, -2.2], [-0.3, -0.1, 0.0], [0.1, 0.3, 0.3], [0.2, -0.2, 0.5], [-0.1, 0.3, -0.6], [-0.1, -0.2, 0.1]], "mulliken_spin": [0.006, 2.996, 0.001, -0.004, 0.000, -0.037, 0.185, 0.426, 0.427, 0.000], "homo_lumo_gap_ev": [7.6, 2.4], "total_charge": 1, "spin_multiplicity": 5}